# 1
Density functional theory data (wB97M-V/def2-TZVPD) for a single C24H29ClN2O3 molecule.

Last column: Mulliken charge in e.
Cartesian coordinates (Å):
C -1.094 -0.193 -3.113  -1.005
O -1.608 -0.665 -1.889  -0.425
C -2.671 0.008 -1.332  0.774
C -3.017 1.307 -1.683  -0.331
C -4.076 1.942 -1.059  -0.696
C -4.809 1.282 -0.092  -0.910
C -4.482 -0.022 0.237  -0.098
C -3.419 -0.677 -0.364  0.023
C -3.102 -2.107 -0.012  -0.855
C -2.804 -2.313 1.478  -0.781
C -1.720 -1.371 2.001  -0.924
N -0.455 -1.549 1.328  0.514
C 0.635 -2.045 1.944  0.199
O 0.636 -2.428 3.095  -0.726
C 1.912 -2.005 1.100  0.375
C 1.771 -2.634 -0.295  -1.093
C 1.821 -1.581 -1.401  0.222
C 3.066 -0.726 -1.285  0.392
O 3.792 -0.463 -2.224  -0.710
N 3.297 -0.285 -0.026  0.169
C 4.357 0.673 0.203  -1.036
C 3.971 2.091 -0.274  -1.218
C 2.576 2.418 0.169  0.036
C 2.305 2.783 1.483  -0.205
C 1.003 2.927 1.929  -0.792
C -0.044 2.705 1.049  0.571
Cl -1.683 2.813 1.600  -0.183
C 0.205 2.387 -0.276  -0.739
C 1.511 2.246 -0.708  -0.141
C 2.314 -0.522 1.004  -0.283
H -0.499 0.717 -2.983  0.246
H -0.449 -0.985 -3.493  0.275
H -1.894 -0.004 -3.834  0.474
H -2.467 1.835 -2.448  0.485
H -4.324 2.956 -1.336  0.397
H -5.637 1.773 0.395  0.415
H -5.070 -0.549 0.974  0.379
H -2.253 -2.441 -0.608  0.326
H -3.959 -2.731 -0.280  0.489
H -3.708 -2.143 2.065  0.438
H -2.489 -3.345 1.638  0.437
H -1.538 -1.567 3.060  0.625
H -2.043 -0.332 1.877  0.034
H -0.424 -1.293 0.354  -0.284
H 2.674 -2.543 1.669  0.503
H 0.840 -3.201 -0.366  0.531
H 2.590 -3.337 -0.455  0.325
H 0.953 -0.921 -1.339  -0.426
H 1.821 -2.056 -2.382  0.562
H 5.236 0.341 -0.356  0.442
H 4.588 0.678 1.270  0.460
H 4.028 2.112 -1.362  0.410
H 4.691 2.803 0.131  0.460
H 3.121 2.942 2.172  0.460
H 0.800 3.193 2.954  0.456
H -0.626 2.242 -0.949  0.545
H 1.711 1.979 -1.736  0.369
H 2.725 -0.198 1.962  0.518
H 1.415 0.078 0.816  -0.479

Properties
E_LUMO = 0.65 eV
Electronic energy = -1727.42158 Ha
SMILES = COc1ccccc1CCCNC(=O)[C@H]1CCC(=O)N(CCc2ccc(Cl)cc2)C1
Gap between HOMO and LUMO = 9.47 eV

***

# 2
Density functional theory data (wB97M-V/def2-TZVPD) for a molecular structure, C2H5N3O2S in a non-equilibrium geometry.

Last column: Mulliken charge in e.
Cartesian coordinates (Å):
C -0.721 0.525 0.127  0.506
C 1.651 1.199 0.118  0.144
H -2.920 0.566 -0.759  0.425
H -1.475 -1.477 0.939  0.237
H -0.914 2.112 -0.967  0.203
H 0.904 -1.974 1.557  0.135
H 1.227 2.212 0.194  0.310
N -1.565 -0.624 0.218  -0.098
N -1.525 1.475 -0.265  -0.718
N 0.608 0.195 0.273  0.001
O -2.944 -0.286 0.107  -0.535
O 2.795 0.646 0.130  -0.507
S 1.010 -1.375 -0.370  -0.103

Properties
E_LUMO = -1.78 eV
Electronic energy = -791.87034 Ha
Gap between HOMO and LUMO = 6.95 eV

***

# 3
Density functional theory data (wB97M-V/def2-TZVPD) for 3 unconnected molecules or ions with the total composition C12H35BO8PS2 in a non-equilibrium geometry.

Last column: Mulliken charge in e.
Cartesian coordinates (Å):
C -1.636 -2.012 -1.728  -0.880
C -1.101 -3.303 -2.445  -0.377
O -0.185 -4.038 -1.673  -0.374
C -0.818 -5.083 -0.929  -0.465
C -1.751 -4.631 0.222  -0.818
P -2.170 -6.032 1.514  -0.195
B -0.513 -5.765 2.502  0.106
O -0.554 -4.917 3.657  -0.654
C 0.915 -6.408 2.143  -0.475
C 1.954 -5.283 1.769  -1.039
H -1.692 -1.214 -2.480  0.304
H -0.959 -1.725 -0.911  0.213
H -2.607 -2.244 -1.272  0.295
H -0.552 -2.936 -3.333  0.384
H -1.941 -3.902 -2.834  0.284
H 0.004 -5.659 -0.471  0.132
H -1.377 -5.798 -1.561  0.284
H -2.729 -4.340 -0.224  0.276
H -1.369 -3.733 0.755  0.219
H -2.851 -4.997 2.317  -0.079
H -3.454 -6.251 0.819  0.046
H -1.571 -7.039 0.630  -0.050
H -2.576 -7.044 2.515  -0.001
H -0.827 -4.042 3.402  0.279
H 1.359 -7.024 2.947  0.432
H 0.788 -7.021 1.232  0.268
H 2.831 -5.782 1.332  0.332
H 1.560 -4.570 1.031  0.266
H 2.189 -4.737 2.694  0.291
O -0.938 1.292 -2.339  -0.594
S -1.356 2.599 -1.917  1.148
O -2.733 3.000 -1.986  -0.634
O -0.456 3.699 -2.675  -0.178
C -0.383 3.635 -4.103  -0.378
C -1.626 4.202 -4.763  -0.969
C -0.752 2.903 -0.287  -0.949
H -0.195 2.610 -4.429  0.311
H 0.485 4.230 -4.390  0.264
H -2.496 3.576 -4.567  0.290
H -1.490 4.264 -5.844  0.387
H -1.848 5.197 -4.375  0.246
H 0.303 2.645 -0.249  0.296
H -1.320 2.273 0.396  0.455
H -0.905 3.951 -0.043  0.297
O 0.668 5.611 0.981  -0.582
S 2.017 6.106 0.959  1.257
O 3.049 5.423 0.234  -0.625
O 2.506 6.337 2.473  -0.308
C 2.393 5.241 3.393  -0.310
C 3.497 4.218 3.198  -0.974
C 2.003 7.803 0.471  -0.988
H 1.407 4.778 3.314  0.312
H 2.469 5.673 4.390  0.274
H 3.394 3.704 2.242  0.282
H 3.467 3.469 3.990  0.386
H 4.475 4.701 3.203  0.262
H 1.253 8.330 1.054  0.315
H 1.753 7.837 -0.588  0.367
H 2.993 8.222 0.636  0.336

Properties
E_LUMO = 1.47 eV
Total charge = -1
Electronic energy = -2242.57438 Ha
Gap between HOMO and LUMO = 3.93 eV

***

# 4
Density functional theory data (wB97M-V/def2-TZVPD) for a molecular structure, C2H3N5O in a non-equilibrium geometry.

Last column: Mulliken charge in e.
Cartesian coordinates (Å):
C -2.069 -0.080 0.082  -0.229
C 1.442 0.406 0.000  0.509
H -2.321 -1.266 0.701  0.232
H -3.013 0.389 0.014  0.336
H 1.159 2.395 -0.049  0.264
N -0.942 0.684 -0.221  -0.665
N 0.202 -0.103 -0.297  0.855
N 0.155 -1.429 -0.192  -0.206
N 1.264 -1.915 -0.072  -0.176
N 1.907 1.610 -0.006  -0.627
O 2.215 -0.692 0.039  -0.294

Properties
E_LUMO = -0.75 eV
Electronic energy = -426.82900 Ha
Gap between HOMO and LUMO = 8.79 eV

***

# 5
Density functional theory data (wB97M-V/def2-TZVPD) for 9 unconnected molecules or ions with the total composition C27H51F5O31P4 in a non-equilibrium geometry.

Last column: Mulliken charge in e.
Cartesian coordinates (Å):
O -8.677 3.100 -19.075  -0.490
C -8.026 4.051 -19.342  0.630
O -7.646 4.376 -20.615  -0.343
C -6.769 5.457 -20.531  -0.449
C -7.280 6.180 -19.297  0.268
F -8.290 7.016 -19.661  -0.196
O -7.791 5.109 -18.547  -0.321
H -5.739 5.085 -20.460  0.347
H -6.747 6.129 -21.391  0.237
H -6.492 6.717 -18.773  0.312
O -16.896 11.968 -21.894  -0.509
C -15.910 12.592 -22.063  0.566
O -15.124 13.059 -21.064  -0.244
C -13.955 13.655 -21.620  0.395
C -14.388 13.851 -23.070  0.283
F -13.384 13.715 -23.968  -0.266
O -15.450 12.965 -23.270  -0.323
H -13.658 14.600 -21.174  0.116
H -13.082 13.001 -21.583  -0.300
H -14.737 14.876 -23.210  0.246
O -9.967 11.908 -16.362  -0.474
C -10.099 13.012 -15.928  0.269
O -10.076 13.333 -14.633  -0.335
C -10.383 14.724 -14.529  -0.353
C -10.055 15.250 -15.935  0.428
F -8.782 15.768 -15.995  -0.361
O -10.047 14.087 -16.734  0.172
H -11.441 14.948 -14.379  0.059
H -9.783 15.183 -13.748  0.372
H -10.795 15.982 -16.260  0.137
O -11.599 12.823 -19.406  -0.248
C -11.208 11.705 -19.295  0.125
O -9.973 11.241 -19.589  -0.080
C -9.789 10.022 -18.873  -0.311
C -11.227 9.505 -18.712  1.313
F -11.405 9.022 -17.426  -0.230
O -11.930 10.741 -18.690  -0.287
H -9.308 9.324 -19.559  -0.120
H -9.271 10.174 -17.929  0.507
H -11.467 8.676 -19.381  -0.756
O -15.692 9.447 -13.131  -0.550
C -14.592 9.692 -13.504  0.606
O -14.195 9.806 -14.773  -0.305
C -12.782 9.681 -14.814  0.824
C -12.368 10.120 -13.403  0.225
F -11.980 11.404 -13.302  -0.196
O -13.537 9.797 -12.668  -0.338
H -12.553 8.614 -14.881  0.081
H -12.278 10.229 -15.602  -0.647
H -11.594 9.494 -12.967  0.282
C -9.134 14.992 -20.158  0.072
O -7.831 15.527 -20.024  -0.356
P -6.643 14.818 -20.820  1.061
O -6.851 14.708 -22.267  -0.755
O -6.377 13.426 -20.103  -0.164
C -6.621 13.242 -18.709  -0.559
O -5.417 15.710 -20.314  -0.320
C -4.573 16.428 -21.188  -0.757
H -9.059 13.901 -20.121  -0.127
H -9.641 15.361 -21.053  0.371
H -9.792 15.272 -19.334  -0.038
H -6.845 14.173 -18.188  0.361
H -5.733 12.802 -18.259  0.406
H -7.464 12.573 -18.526  0.005
H -4.536 17.481 -20.898  0.278
H -4.986 16.540 -22.196  0.299
H -3.569 16.028 -21.292  0.278
C -11.225 5.858 -22.057  -0.890
O -11.838 6.400 -20.909  0.210
P -12.352 5.498 -19.694  0.213
O -12.810 4.137 -20.016  -0.789
O -11.116 5.612 -18.710  0.355
C -11.264 5.359 -17.327  -0.818
O -13.478 6.400 -18.984  -0.126
C -14.859 6.064 -19.009  -0.847
H -10.149 6.039 -22.142  0.222
H -11.657 6.313 -22.948  0.244
H -11.272 4.768 -22.118  0.483
H -10.315 5.395 -16.795  0.280
H -11.688 4.362 -17.180  0.333
H -11.907 6.135 -16.904  0.211
H -15.373 6.865 -19.542  0.252
H -15.281 6.043 -18.004  0.251
H -15.038 5.094 -19.471  0.356
C -9.117 11.959 -22.939  -0.171
O -8.996 10.746 -23.655  -0.442
P -9.235 9.359 -22.872  0.553
O -9.285 8.182 -23.742  -0.799
O -8.071 9.343 -21.789  0.242
C -6.822 10.031 -22.026  -1.080
O -10.530 9.661 -21.971  0.655
C -11.841 9.535 -22.521  -0.664
H -8.208 12.565 -22.980  0.346
H -9.384 11.823 -21.889  -0.275
H -9.884 12.626 -23.342  0.361
H -6.028 9.391 -21.651  0.243
H -6.865 10.956 -21.452  0.303
H -6.672 10.248 -23.080  0.433
H -11.787 9.430 -23.604  0.538
H -12.410 10.444 -22.311  -0.073
H -12.368 8.716 -22.031  0.080
C -13.864 15.581 -17.869  -0.821
O -13.420 15.162 -16.577  -0.036
P -14.387 14.309 -15.615  1.263
O -13.741 13.789 -14.401  -0.732
O -15.672 15.236 -15.412  -0.389
C -15.690 16.300 -14.489  -0.767
O -14.978 13.228 -16.611  -0.511
C -14.138 12.295 -17.296  -0.070
H -14.843 15.169 -18.127  0.416
H -13.176 15.353 -18.677  0.046
H -14.081 16.647 -17.775  0.405
H -16.378 16.218 -13.648  0.299
H -15.916 17.231 -15.011  0.305
H -14.723 16.499 -14.016  0.277
H -14.113 12.575 -18.351  0.096
H -14.622 11.335 -17.128  0.357
H -13.085 12.258 -17.004  -0.149

Properties
E_LUMO = 0.13 eV
Electronic energy = -5257.03681 Ha
SMILES = O=C1OC[C@@H](F)O1.O=C1OC[C@@H](F)O1.O=C1OC[C@@H](F)O1.O=C1OC[C@@H](F)O1.O=C1OC[C@@H](F)O1.COP(=O)(OC)OC.COP(=O)(OC)OC.COP(=O)(OC)OC.COP(=O)(OC)OC
Gap between HOMO and LUMO = 10.78 eV

***

Taking the records one at a time from the top gives ΔE to the lowest compared entry with this formula, charge and spin values of 0.1693; 8.0240; 0.6888; 6.2211; 0.2585 eV.